Below is a molecular structure, C42H30MoN10O at a distorted geometry, with properties calculated with ωB97M-V/def2-TZVPD.

The geometry in XYZ format:
```
84
C42H30MoN10O ωB97M-V/def2-TZVPD
Mo 14.984 13.754 8.094
C 20.882 16.086 10.331
C 20.786 15.051 11.233
C 19.725 14.150 11.084
C 18.759 14.354 10.119
C 17.508 13.648 9.850
N 16.881 14.261 8.783
C 17.673 15.293 8.344
N 17.475 16.090 7.309
C 16.265 16.321 6.849
C 15.964 17.465 6.002
C 16.692 18.572 5.603
C 16.032 19.710 5.078
C 14.582 19.784 5.120
C 13.904 18.693 5.604
C 14.548 17.536 6.041
C 14.040 16.406 6.735
N 12.698 16.225 7.017
C 12.311 15.221 7.740
N 13.016 14.190 8.341
C 12.191 13.415 9.146
N 12.430 12.457 10.051
C 13.660 12.175 10.474
N 14.824 12.565 9.914
C 15.869 12.224 10.693
N 17.130 12.637 10.632
C 15.388 11.360 11.764
C 16.046 10.639 12.715
C 15.240 9.824 13.571
C 13.843 9.830 13.514
C 13.173 10.695 12.578
C 13.954 11.368 11.624
C 10.859 13.892 8.847
C 9.612 13.464 9.320
C 8.452 14.151 9.023
C 8.532 15.271 8.141
C 9.769 15.741 7.774
C 10.930 15.052 8.073
N 15.103 15.577 7.087
C 18.883 15.360 9.172
C 19.883 16.235 9.347
H 21.709 16.816 10.385
H 21.479 14.895 12.041
H 19.593 13.278 11.718
H 17.730 18.495 5.532
H 16.701 20.484 4.691
H 14.059 20.635 4.732
H 12.868 18.736 5.568
H 17.089 10.624 12.877
H 15.730 9.122 14.197
H 13.224 9.091 14.020
H 12.108 10.946 12.645
H 9.588 12.721 10.086
H 7.497 13.905 9.458
H 7.577 15.830 7.899
H 9.848 16.666 7.263
H 20.001 17.173 8.760
C 19.483 10.293 6.155
C 18.525 9.154 6.572
N 18.322 8.987 8.037
C 19.521 8.832 8.873
C 19.979 10.179 9.421
C 17.162 9.330 8.684
O 17.044 9.069 9.882
C 16.108 10.067 7.925
C 14.839 9.516 7.835
C 13.813 10.239 7.155
C 14.002 11.534 6.777
N 15.265 12.134 7.003
C 16.354 11.295 7.299
H 20.327 10.296 6.848
H 19.001 11.266 6.202
H 19.850 10.165 5.135
H 18.948 8.261 6.186
H 17.500 9.229 6.094
H 20.257 8.333 8.242
H 19.216 8.193 9.692
H 20.941 10.410 8.879
H 20.132 10.161 10.497
H 19.325 11.045 9.205
H 14.676 8.493 8.178
H 12.838 9.818 6.951
H 13.200 12.116 6.284
H 17.299 11.723 7.195
```

## Properties
Charge ... +4
Kohn-Sham gap (alpha / beta) ... 0.1638 / 0.1635 Ha
LUMO (alpha / beta) ... -13.82 / -13.83 eV
E_tot ... -62805.2136 eV

=====

Below is a molecular structure, C42H31AsClIInN3O5 at a distorted geometry, with properties calculated with ωB97M-V/def2-TZVPD.

The geometry in XYZ format:
```
85
C42H31AsClIInN3O5 ωB97M-V/def2-TZVPD
In 0.421 -0.518 -1.037
C 4.001 0.530 1.888
O 3.212 -0.246 2.769
C 2.849 -1.516 2.353
C 3.128 -2.551 3.219
C 2.701 -3.844 2.935
C 1.989 -4.078 1.787
C 1.682 -3.052 0.875
C 0.982 -3.441 -0.314
N 0.535 -2.642 -1.220
N -0.021 -3.099 -2.341
C -0.131 -2.180 -3.280
O 0.319 -0.991 -3.182
C -0.799 -2.593 -4.528
C -1.334 -3.872 -4.658
C -1.962 -4.246 -5.830
C -2.062 -3.351 -6.884
C -1.538 -2.076 -6.760
C -0.909 -1.694 -5.588
C 2.129 -1.727 1.143
O 1.950 -0.701 0.359
H 4.373 1.368 2.481
H 3.419 0.905 1.042
H 4.848 -0.053 1.509
H 3.659 -2.319 4.129
H 2.932 -4.650 3.614
H 1.637 -5.078 1.571
H 0.875 -4.517 -0.491
H -1.247 -4.550 -3.824
H -2.380 -5.238 -5.929
H -2.554 -3.649 -7.799
H -1.625 -1.383 -7.585
H -0.501 -0.699 -5.481
Cl 1.217 5.359 -4.743
C 0.562 4.077 -3.779
C -0.800 3.928 -3.666
C -1.325 2.900 -2.893
I -3.402 2.693 -2.660
C -0.540 1.961 -2.227
O -1.046 1.029 -1.504
C 0.879 2.127 -2.361
N 1.652 1.233 -1.735
C 2.955 1.319 -1.782
C 3.600 2.367 -2.452
C 2.842 3.294 -3.117
C 1.437 3.196 -3.111
H -1.467 4.624 -4.157
H 3.504 0.533 -1.278
H 4.678 2.426 -2.445
H 3.292 4.115 -3.652
O -0.915 -0.787 0.698
As -1.127 0.328 1.883
C -0.184 -0.285 3.476
C -0.022 -1.655 3.621
C 0.617 -2.165 4.738
C 1.118 -1.303 5.697
C 0.955 0.065 5.556
C 0.287 0.577 4.457
C -0.612 2.129 1.365
C -1.521 2.901 0.654
C -1.162 4.161 0.208
C 0.111 4.645 0.462
C 1.022 3.870 1.159
C 0.666 2.609 1.612
C -3.036 0.277 2.298
C -3.613 -0.989 2.315
C -4.965 -1.135 2.575
C -5.752 -0.013 2.775
C -5.184 1.249 2.753
C -3.821 1.397 2.545
H -0.367 -2.315 2.833
H 0.740 -3.231 4.850
H 1.638 -1.698 6.557
H 1.351 0.734 6.304
H 0.133 1.646 4.357
H -2.503 2.499 0.425
H -1.873 4.762 -0.338
H 0.396 5.626 0.119
H 2.010 4.257 1.358
H 1.378 1.997 2.155
H -2.986 -1.852 2.106
H -5.408 -2.120 2.616
H -6.811 -0.121 2.961
H -5.803 2.123 2.897
H -3.371 2.383 2.576
```

## Properties
Charge ... 0
Kohn-Sham gap ... 0.2664 Ha
LUMO ... -0.17 eV
E_tot ... -145401.9950 eV

=====

Below is a molecular structure, C42H33BrClN3O8RuS, with properties calculated with ωB97M-V/def2-TZVPD.

The geometry in XYZ format:
```
90
C42H33BrClN3O8RuS ωB97M-V/def2-TZVPD
Ru 1.018 -0.428 -0.555
O -1.995 -3.153 -2.290
S -1.499 -2.665 -1.025
O -0.468 -3.429 -0.378
N -1.022 -1.128 -1.125
C -1.821 -0.266 -1.883
C -3.170 -0.398 -2.160
C -3.863 0.567 -2.916
C -3.242 1.676 -3.415
C -1.860 1.848 -3.177
C -1.123 2.953 -3.661
C 0.211 3.049 -3.397
C 0.833 2.032 -2.646
N 0.176 0.996 -2.189
C -1.157 0.882 -2.427
C -2.900 -2.735 0.084
C -3.010 -1.870 1.159
C -4.078 -1.995 2.037
C -5.033 -2.981 1.833
C -4.920 -3.843 0.750
C -3.853 -3.721 -0.128
H -3.724 -1.257 -1.815
H -4.919 0.410 -3.098
H -3.780 2.415 -3.995
H -1.635 3.711 -4.243
H 0.804 3.879 -3.756
H 1.893 2.060 -2.433
H -2.257 -1.107 1.300
H -4.165 -1.325 2.882
H -5.865 -3.079 2.518
H -5.664 -4.611 0.588
H -3.754 -4.375 -0.984
O 7.322 0.628 -1.190
C 6.123 0.478 -1.221
C 5.272 0.323 -2.474
O 5.671 0.380 -3.618
C 3.871 0.115 -2.013
C 3.869 0.211 -0.600
O 2.793 0.144 0.130
C 5.184 0.408 -0.039
O 5.492 0.506 1.145
O 2.860 -0.085 -2.722
C -2.182 6.661 3.449
C -1.790 5.385 2.758
C -2.744 4.570 2.162
C -2.392 3.396 1.516
C -3.489 2.576 0.882
C -1.032 3.024 1.461
C -0.694 1.820 0.697
O 0.441 1.494 0.383
C -0.050 3.829 2.075
C 1.424 3.509 2.119
C -0.460 4.995 2.708
H -3.262 6.805 3.433
H -1.717 7.522 2.964
H -1.853 6.656 4.489
H -3.789 4.857 2.202
H -4.457 3.024 1.101
H -3.504 1.557 1.264
H -3.388 2.515 -0.204
H -1.535 1.221 0.322
H 1.666 2.491 1.842
H 1.798 3.696 3.127
H 1.964 4.179 1.447
H 0.292 5.613 3.187
Cl 4.673 -5.213 3.463
C 3.518 -4.025 2.901
C 2.261 -4.439 2.499
C 1.354 -3.496 2.037
C 1.684 -2.142 1.965
C 0.727 -1.139 1.408
C 2.953 -1.755 2.412
C 3.873 -2.687 2.868
H 1.997 -5.488 2.537
H 0.381 -3.823 1.691
H 0.825 -0.222 1.991
H -0.287 -1.526 1.487
H 3.253 -0.718 2.350
H 4.859 -2.370 3.178
Br 3.347 -5.878 -3.651
C 2.728 -4.319 -2.778
C 1.786 -3.516 -3.392
C 1.351 -2.398 -2.712
N 1.781 -2.088 -1.485
C 2.729 -2.843 -0.928
C 3.229 -3.979 -1.539
H 1.392 -3.744 -4.370
H 0.633 -1.721 -3.151
H 3.105 -2.519 0.030
H 3.987 -4.568 -1.046
```

## Properties
Spin multiplicity ... 2
Charge ... -1
Kohn-Sham gap (alpha / beta) ... 0.1978 / 0.2004 Ha
LUMO (alpha / beta) ... 1.30 / 1.29 eV
Relative energy (zero: lowest compared OMol25 entry of this formula, charge and spin) ... 5.8 kcal per mole
E_tot ... -160924.5759 eV

=====

Below is a molecular structure, C42H33BrF4N6O4PY, with properties calculated with ωB97M-V/def2-TZVPD.

The geometry in XYZ format:
```
92
C42H33BrF4N6O4PY ωB97M-V/def2-TZVPD
Y -0.681 -1.058 -0.201
C -0.695 -1.915 3.090
C -0.554 -0.417 3.435
C -1.702 0.462 3.042
C -2.687 0.837 3.950
C -3.674 1.709 3.546
C -3.657 2.193 2.242
C -2.667 1.738 1.402
N -1.707 0.893 1.782
N 0.189 -2.333 1.964
C 1.607 -2.084 2.305
C 2.443 -1.707 1.109
C 3.815 -1.934 1.105
C 4.573 -1.454 0.053
C 3.941 -0.771 -0.980
C 2.573 -0.615 -0.917
N 1.829 -1.062 0.111
C 0.056 -3.793 1.738
C -1.106 -4.213 0.887
C -1.868 -5.327 1.188
C -2.813 -5.753 0.264
C -2.959 -5.061 -0.925
C -2.178 -3.937 -1.130
N -1.273 -3.517 -0.243
H -1.722 -2.156 2.805
H -0.450 -2.522 3.969
H 0.327 0.012 2.949
H -0.375 -0.311 4.506
H -2.664 0.456 4.962
H -4.448 2.021 4.233
H -4.421 2.883 1.914
H -2.537 1.246 -0.685
H 2.043 -2.956 2.805
H 1.681 -1.269 3.023
H 4.272 -2.471 1.923
H 5.643 -1.609 0.036
H 4.490 -0.378 -1.822
H 2.041 -0.107 -1.713
H 0.048 -4.316 2.702
H 0.967 -4.116 1.222
H -1.715 -5.857 2.117
H -3.424 -6.621 0.470
H -3.673 -5.362 -1.676
H -2.292 -3.338 -2.026
O -0.621 -1.308 -6.455
C 0.302 -2.149 -5.991
O 1.005 -2.802 -6.707
C 0.420 -2.306 -4.506
C 1.261 -3.252 -3.951
N 1.165 -3.138 -2.615
N 0.317 -2.162 -2.254
C -0.144 -1.663 -3.394
C -1.098 -0.528 -3.277
O -1.620 -0.033 -4.256
O -1.275 -0.140 -2.048
H -1.129 -0.896 -5.717
H 1.897 -3.976 -4.430
H 1.623 -3.695 -1.912
F -4.776 4.885 -1.287
C -3.708 4.224 -0.911
C -2.466 4.857 -0.889
F -2.405 6.102 -1.229
C -1.241 4.202 -0.527
F -0.179 4.982 -0.551
C -1.234 2.895 -0.214
P 0.319 1.888 -0.084
C 1.061 2.365 1.502
C 0.436 3.181 2.438
C 1.011 3.401 3.682
C 2.228 2.814 3.998
C 2.874 2.016 3.063
C 2.293 1.787 1.824
C 1.320 2.613 -1.399
C 0.929 2.344 -2.713
C 1.687 2.823 -3.770
C 2.848 3.545 -3.523
C 3.242 3.806 -2.216
C 2.476 3.347 -1.155
C -2.539 2.177 -0.082
Br -3.385 -1.198 0.295
C -3.733 2.909 -0.518
F -4.863 2.273 -0.505
H -0.514 3.653 2.219
H 0.514 4.042 4.396
H 2.678 2.991 4.965
H 3.837 1.582 3.291
H 2.820 1.176 1.101
H 0.028 1.772 -2.918
H 1.372 2.627 -4.786
H 3.446 3.905 -4.347
H 4.140 4.376 -2.024
H 2.778 3.577 -0.140
```

## Properties
Charge ... +2
Kohn-Sham gap ... 0.2203 Ha
LUMO ... -7.79 eV
Relative energy (zero: lowest compared OMol25 entry of this formula, charge and spin) ... 24.5 kcal per mole
E_tot ... -152456.5448 eV